9
Properties=species:S:1:pos:R:3:forces:R:3 method="wB97M-V/def2-TZVPD" e_homo_ev="-17.2 / -15.8" total_charge=+1 smiles="C[N+](N)=O" gap_ev="10.0 / 8.1"
C 0.086 0.636 -0.739 -1.1 0.3 -0.4
N 0.391 0.243 0.581 8.7 5.7 5.5
N 0.072 -0.745 1.289 -1.9 -0.4 -2.9
O 1.488 1.201 1.338 -5.1 -4.3 -3.4
H 0.758 1.194 -1.416 0.7 -0.6 1.2
H -0.690 1.339 -0.523 -1.1 0.7 -0.3
H -0.313 -0.217 -1.205 -0.7 -1.0 -1.1
H -0.685 -1.260 0.886 -0.5 -1.0 -0.2
H 0.240 -0.887 2.248 1.0 0.6 1.6

***

13
Properties=species:S:1:pos:R:3:forces:R:3 method="wB97M-V/def2-TZVPD" e_homo_ev="-7.4 / -9.9" total_charge=0 s2=2.0102 gap_ev="8.1 / 5.8" multiplicity=3
C -0.985 -0.172 0.041 -0.3 0.2 -0.6
N -1.085 -0.532 1.229 -0.8 -1.6 1.8
N -1.414 -0.739 -1.126 -2.5 -1.0 3.8
O 0.611 1.356 -1.502 1.1 -1.2 0.2
O 1.335 -0.996 -0.741 -0.3 -2.8 -1.2
O 2.787 0.895 -0.307 0.3 0.8 0.2
P -0.279 1.534 -0.158 -5.6 4.4 1.2
S 1.468 0.342 -0.360 5.3 -0.8 -0.9
H -1.552 -1.464 1.397 0.4 1.3 -0.3
H 0.708 0.718 2.487 1.7 1.6 -2.5
H -1.903 -1.640 -0.959 1.0 0.8 -1.1
H -0.843 -0.455 -1.830 1.3 -0.1 -3.2
H 1.151 1.153 1.830 -1.6 -1.5 2.9

***

Result set for calculated total energy: -6132.104; -30357.753 eV, one per record in the order listed.
Result set for energy above the lowest of the compared OMol25 structures with the same formula, charge and spin: 6.978; 0.089 eV, one per record in the order listed.